(one)
Density functional theory data (ωB97M-V/def2-TZVPD) for the molecule C5H7PS.

```
14
C5H7PS (ωB97M-V/def2-TZVPD)
C 0.360 0.141 -0.737
C 0.055 -1.181 -0.142
C -0.933 0.851 -0.459
C -1.173 -1.280 0.430
C -1.777 -0.010 0.106
P 1.686 0.765 0.435
S 3.401 0.016 -0.155
H 0.629 0.204 -1.771
H 0.755 -1.935 -0.164
H -1.236 1.908 -0.710
H -1.597 -2.216 0.889
H -2.898 0.279 0.197
H 1.186 0.385 1.677
H 1.541 2.075 0.404
```

SMILES: S=[PH2]C1C=CC=C1
Highest occupied orbital energy: -8.7 eV
LUMO level: 0.6 eV

=====

(two)
Density functional theory data (ωB97M-V/def2-TZVPD) for the molecule C5H7PS.

```
14
C5H7PS (ωB97M-V/def2-TZVPD)
C 0.706 0.575 -0.202
C -0.816 -0.534 1.002
C 0.401 -0.610 0.300
C -2.068 1.345 -0.547
C 1.453 -1.595 0.737
P -3.389 2.080 -1.481
S -2.351 -0.037 0.367
H -0.069 1.102 -0.656
H -0.744 -1.129 1.916
H 1.185 -1.813 1.782
H 1.315 -2.627 0.302
H 2.419 -1.215 0.690
H -2.892 1.627 -2.760
H -2.807 3.213 -1.770
```

Highest occupied orbital energy (spin up / spin down): -8.0 / -8.0 eV
LUMO level (spin up / spin down): -1.1 / -1.1 eV

=====

Stability ranking, top entry: (one); the second entry is 636.8 kJ/mol less favorable.